Entry 1:
20
Properties=species:S:1:pos:R:3 method="wB97M-V/def2-TZVPD" e_above_lowest_ev=0.870 smiles=CC(N)(N)C(C)(O)O energy_ev=-11418.3469 lumo_energy_ev=0.86 largest_force_ev_per_a=0.7
C 0.45 0.44 0.26
C 0.48 0.61 1.78
N 0.03 1.70 -0.34
N 1.78 0.06 -0.18
H -1.85 0.88 0.13
H 1.79 -0.12 -1.18
H 2.06 -0.79 0.29
H 0.58 2.45 0.07
H 0.22 1.70 -1.33
H -0.47 1.01 2.13
H 0.66 -0.35 2.25
H 1.29 1.29 2.04
C -0.66 -0.99 -1.61
C -0.66 -0.61 -0.11
O -0.45 -1.76 0.66
O -1.92 -0.08 0.23
H -1.31 -2.17 0.79
H -0.73 -0.10 -2.23
H 0.23 -1.55 -1.85
H -1.53 -1.61 -1.80

***

Entry 2:
20
Properties=species:S:1:pos:R:3 method="wB97M-V/def2-TZVPD" e_above_lowest_ev=2.411 smiles="CC[C@@H](N)C(N)=O.O" energy_ev=-11416.8061 lumo_energy_ev=0.69 largest_force_ev_per_a=4.8
N 1.14 1.90 -0.89
C 1.30 1.15 2.38
C 0.74 0.24 1.30
C 0.19 1.15 0.04
C -0.62 0.05 -0.75
N -0.76 0.28 -2.14
O -1.23 -0.81 -0.22
H 2.09 1.61 -0.78
H 1.11 2.92 -0.69
H 0.65 1.26 3.20
H 1.58 2.09 2.09
H 2.20 0.51 2.78
H 1.56 -0.42 0.96
H -0.06 -0.39 1.82
H -0.68 1.97 0.37
H -0.11 0.49 -2.80
H -1.40 -0.35 -2.58
H -1.12 -2.52 0.02
H -0.42 -3.64 0.69
O -0.98 -3.49 0.01

***

Entry 3:
20
Properties=species:S:1:pos:R:3 method="wB97M-V/def2-TZVPD" e_above_lowest_ev=1.293 smiles="C[C@H](N)CC(N)=O.O" energy_ev=-11417.9237 lumo_energy_ev=0.78 largest_force_ev_per_a=3.7
C 0.50 -0.76 -1.32
C 0.95 0.36 -0.46
C 0.13 0.53 0.81
C -1.27 0.80 0.46
N -1.52 2.07 0.03
O -2.14 -0.10 0.39
N 2.35 0.21 0.06
H 0.56 -1.83 -0.81
H 0.95 -0.77 -2.32
H -0.53 -0.71 -1.54
H 1.09 1.39 -0.96
H 0.23 -0.37 1.51
H 0.57 1.34 1.41
H -2.39 2.28 -0.42
H -0.79 2.81 0.07
H 3.10 0.63 -0.41
H 2.55 -0.78 0.23
H -1.62 -1.66 0.91
H -1.71 -3.02 1.25
O -0.99 -2.42 1.11

***

Entry 4:
20
Properties=species:S:1:pos:R:3 method="wB97M-V/def2-TZVPD" e_above_lowest_ev=4.760 smiles=N#[N+][O-].CC(C)C.O energy_ev=-11414.4572 lumo_energy_ev=0.85 largest_force_ev_per_a=4.9
C 0.55 0.01 0.07
C 1.58 -1.13 0.00
C 0.53 0.55 1.51
C 1.02 1.13 -0.86
H -0.70 -1.57 -0.43
H 0.35 1.99 -0.82
H 1.66 -1.51 -1.02
H 2.57 -0.77 0.28
H 1.33 -1.93 0.69
H -0.12 1.41 1.60
H 0.20 -0.22 2.21
H 1.52 0.89 1.82
H 1.08 0.79 -1.89
H 2.00 1.52 -0.57
N -2.22 0.74 -0.44
O -1.70 -1.66 -0.90
N -3.20 0.74 0.12
O -4.20 0.51 0.66
H -1.62 -1.50 -1.85
H -0.64 0.02 -0.17

***

Entry 5:
20
Properties=species:S:1:pos:R:3 method="wB97M-V/def2-TZVPD" s2=1.7546 e_above_lowest_ev=7.620 total_charge=+1 energy_ev=-11402.9909 lumo_energy_ev="-7.60 / -8.11" spin_multiplicity=2 largest_force_ev_per_a=3.2
N 1.45 -0.15 -0.24
C -0.06 -0.26 0.10
C -0.92 -1.48 -0.11
C -2.15 -1.39 -0.99
O -1.97 -1.43 -2.51
C 0.00 0.46 1.48
N 0.23 1.90 1.28
H 2.03 0.50 0.31
H 1.94 -0.99 -0.51
H -0.55 0.46 -0.61
H -0.60 -2.48 0.19
H -2.63 -0.46 -0.87
H -2.76 -2.29 -0.85
H -0.94 0.38 2.08
H 0.89 0.11 2.07
H 1.21 2.14 1.24
H -0.14 2.32 0.34
H -1.02 -1.57 -2.56
H 3.48 2.46 0.86
O 2.75 1.83 1.03

***

Entry 6:
21
Properties=species:S:1:pos:R:3 method="wB97M-V/def2-TZVPD" e_above_lowest_ev=1.178 smiles="NC(=O)C[C@H](N)CO.O" energy_ev=-13465.1236 lumo_energy_ev=0.48 largest_force_ev_per_a=2.6
C 0.77 0.65 1.78
O 2.16 0.87 2.00
C 0.53 -0.24 0.61
C -0.97 -0.58 0.36
C -1.61 0.44 -0.56
N -2.92 0.23 -0.84
O -0.96 1.30 -1.11
N 1.34 -1.47 0.84
H 0.31 1.67 1.73
H 0.22 0.36 2.72
H 2.61 0.29 1.38
H 0.93 0.20 -0.31
H -1.41 -0.73 1.36
H -1.03 -1.56 -0.13
H -3.49 -0.50 -0.42
H -3.44 0.71 -1.57
H 0.98 -2.13 0.14
H 0.90 -1.92 1.65
H 1.06 0.69 -2.66
H 2.44 0.67 -3.56
O 1.57 1.05 -3.39